ORCA calculation (ωB97M-V/def2-TZVPD) on C8H19AlN2O11P2 as an isolated structure.

Last column: Mulliken charge in e.
Cartesian coordinates (Å):
P -1.01957 -3.88804 3.91201  0.8603
P -4.90187 0.11434 2.41167  0.9322
Al -1.34536 -1.61396 -0.38114  0.7954
O -3.43281 2.37654 -1.67343  -0.6170
O 0.10262 -4.82570 4.43347  -0.8631
O -1.75220 -4.25335 2.59616  -0.6426
O 1.99778 -4.63469 -1.25433  -0.6286
O 1.89723 1.60169 -0.53574  -0.8546
O -3.33717 0.45053 2.68636  -0.5560
O -2.26168 -3.58736 4.87546  -0.5815
O -5.07259 -0.99450 1.19620  -0.7922
O -4.97651 -0.75536 3.72626  -0.5466
O -5.80830 1.35709 2.36639  -0.8327
O -0.67213 -2.45634 3.61128  -0.5209
N 4.12546 -5.25939 -0.50505  0.8682
N -3.37722 4.67702 -1.72583  0.1297
C 1.95746 2.93722 -0.73088  -0.3066
C 4.77918 -4.44127 -1.48291  -1.4484
C -2.45436 4.75866 -2.85048  -1.0445
C 2.76896 -5.30696 -0.51205  0.1001
C 4.86940 -6.25453 0.23625  -1.7919
C -3.75885 3.51535 -1.20693  0.1997
C 3.09620 3.74969 -0.03911  -1.1156
C -3.88420 5.88511 -1.07359  -0.9887
H 5.39540 -6.97621 -0.38873  0.6591
H 2.39996 -6.03536 0.22651  0.2353
H -1.78786 5.62114 -2.85437  0.3808
H 4.25505 -6.77290 0.97244  0.2506
H -3.35579 6.37992 -0.25871  0.2872
H 4.06815 3.34358 -0.31927  0.2759
H -4.46062 3.73483 -0.38744  0.2568
H 3.03556 4.79789 -0.33188  0.3551
H 5.63273 -5.78636 0.85774  0.4070
H 0.96765 3.23502 -0.38490  0.1833
H 5.52981 -4.95083 -2.08706  0.4775
H 4.16043 -3.89116 -2.19188  0.2194
H -3.92785 6.69968 -1.79656  0.3422
H 5.16131 -3.61821 -0.87905  0.3890
H 1.83377 3.03696 -1.80923  0.2228
H 3.04306 3.53656 1.02853  0.2562
H -2.94156 4.89569 -3.81586  0.3298
H -4.85639 5.60550 -0.66767  0.3608
H -1.69227 3.99247 -2.99285  0.3566

2S+1: 1
Molar mass, g mol⁻¹: 408.17
ΔE to the lowest compared entry with this formula, charge and spin, kcal per mole: 98.9
Total charge: -4
LUMO energy, eV: 6.908
Kohn-Sham gap, eV: 1.3
Highest occupied orbital energy, Eh: 0.2063